# C24H39CaCl7CsF6I2N2O15S

A molecular structure, C24H39CaCl7CsF6I2N2O15S at a distorted geometry (ωB97M-V/def2-TZVPD, OMol25).

Computed properties:
Total charge ... -1
Highest occupied orbital energy ... -4.06 eV
Molar mass ... 1416.59 g mol⁻¹
Gap between HOMO and LUMO ... 1.402 eV
Max |F| ... 17.57 eV/A

XYZ file:
```
98
Properties=species:S:1:pos:R:3:forces:R:3:lowdin_charge:R:1
C 4.675 -2.913 4.234 0.4 1.3 -0.3 -0.10
C 4.402 -1.829 3.057 1.4 0.0 0.4 -0.27
C 3.222 -2.230 2.052 1.0 -1.5 2.4 -0.47
Cl 4.141 -3.023 0.618 -1.0 0.5 0.7 0.62
C 2.159 -1.130 1.608 0.0 -0.5 -2.0 -0.20
C 0.845 -1.996 1.295 -2.5 -0.8 -1.4 -0.29
F 0.323 -2.689 2.469 3.3 4.6 -5.0 -0.37
F 1.060 -3.029 0.324 0.0 2.5 2.3 0.05
F -0.241 -1.256 0.769 2.6 -1.2 1.1 0.08
O 2.755 -0.623 0.361 1.7 1.0 -0.4 -0.04
C 3.815 0.297 0.714 -1.7 -0.3 1.1 -0.38
O 4.842 0.576 0.098 -3.9 -0.9 2.2 0.13
O 3.311 0.836 1.958 2.4 -1.0 -0.9 -0.04
C 1.983 0.288 2.321 -0.5 0.8 -0.1 -0.30
C 1.054 1.453 1.722 -1.6 0.7 0.4 -0.14
C 1.744 2.753 1.099 0.0 0.9 -0.1 -0.62
C 2.277 3.835 2.150 0.2 -0.9 -0.2 -0.19
Cl 0.339 3.637 0.220 0.8 -0.6 0.4 0.53
C 1.615 0.133 3.873 2.6 -1.4 0.5 -0.58
I 2.388 1.814 5.107 2.5 0.0 -2.0 0.76
C 0.168 -0.260 4.352 -1.2 -1.0 0.6 -0.66
C -1.155 -0.123 3.519 -1.7 0.1 -0.1 -0.20
I -0.222 0.923 6.203 -2.4 -1.6 0.3 0.80
H 5.790 -2.787 4.504 -1.8 -0.4 -0.3 0.08
H 4.083 -2.564 5.142 0.6 -1.0 -1.1 0.08
H 4.466 -3.982 3.908 0.2 1.4 0.6 0.08
H 4.298 -0.822 3.578 -0.2 -1.2 -0.9 0.10
H 5.400 -1.764 2.478 -1.8 0.1 0.6 0.10
H 2.736 -3.157 2.544 0.3 1.8 -0.9 0.12
H 0.485 1.876 2.638 0.8 -0.7 -1.6 0.11
H 0.246 1.135 0.989 1.2 0.0 1.0 0.11
H 2.496 2.581 0.267 -0.9 0.0 1.2 0.09
H 2.610 4.805 1.641 -0.8 -1.4 0.6 0.08
H 1.413 4.006 2.896 1.6 -0.1 -1.1 0.08
H 3.204 3.390 2.660 -1.5 0.7 -0.5 0.03
H 2.310 -0.711 4.257 -1.2 1.4 -0.5 0.08
H 0.174 -1.339 4.770 0.2 1.8 -0.8 0.08
H -1.296 0.771 2.838 0.6 -1.1 1.1 0.05
H -1.475 -1.042 2.898 1.1 1.3 1.1 0.08
H -2.016 -0.028 4.289 1.4 -0.3 -1.3 0.05
C 3.446 -0.210 -3.104 -0.3 0.1 -0.3 -0.05
C 4.690 0.597 -3.425 -0.3 0.0 0.9 -0.22
O 5.591 -0.060 -4.319 -0.3 -0.5 -1.4 -0.07
C 5.325 -0.042 -5.729 0.8 -1.6 2.5 -0.41
O 5.111 1.204 -6.166 -3.4 -12.8 5.7 -1.01
C 4.211 -1.051 -6.173 -0.9 0.6 3.7 -0.54
F 4.279 -2.191 -5.459 0.2 0.4 -0.6 0.12
F 4.377 -1.429 -7.479 1.7 5.3 2.6 -0.33
F 2.954 -0.605 -6.061 0.6 0.0 -0.7 0.13
H 3.682 -1.268 -2.974 0.1 0.1 0.2 0.09
H 2.978 0.164 -2.191 0.1 -0.1 0.0 0.08
H 2.702 -0.125 -3.896 -0.1 0.0 0.1 0.07
H 5.250 0.714 -2.493 0.2 -0.1 -0.3 0.12
H 4.439 1.611 -3.754 0.0 -0.1 -0.3 0.11
H 6.231 -0.543 -6.105 0.1 0.3 -0.3 0.17
C -5.393 1.719 1.419 0.2 0.3 0.2 -0.01
C -4.309 0.689 1.580 0.4 0.2 0.2 -0.46
O -3.173 1.009 1.884 -0.6 -0.1 -0.4 0.04
C -4.681 -0.751 1.352 0.4 -0.2 0.1 -0.01
H -4.981 2.711 1.613 0.0 -0.1 -0.1 0.08
H -5.779 1.695 0.397 -0.1 0.0 0.1 0.06
H -6.197 1.528 2.134 -0.1 -0.1 -0.1 0.07
H -5.037 -0.884 0.328 -0.2 0.0 0.1 0.08
H -5.453 -1.052 2.064 -0.1 0.0 -0.1 0.09
H -3.801 -1.381 1.503 -0.1 0.1 0.0 0.08
O 3.739 2.131 -8.856 -2.0 -0.2 -1.9 0.03
H 4.344 1.766 -8.154 -1.2 -1.4 -0.9 -0.11
H 3.596 3.104 -8.737 -0.2 -0.2 -0.2 0.11
H 2.879 1.638 -8.885 -0.1 -0.3 -0.2 0.17
N -4.395 -0.353 6.263 -0.3 -0.1 -0.2 -0.63
O -4.259 -0.962 5.189 0.1 0.1 0.0 0.00
O -5.529 -0.076 6.681 0.2 0.0 0.0 -0.01
O -3.392 -0.019 6.919 0.1 0.1 0.1 -0.08
Ca 3.976 -2.929 -8.442 -1.7 -5.6 -4.3 1.00
C -9.247 -0.610 2.356 0.0 0.3 0.1 -0.35
O -8.694 -1.031 3.352 -0.2 0.2 -0.2 0.02
N -9.659 0.677 2.167 0.0 -0.6 -0.2 -0.21
C -10.313 1.101 0.946 0.2 0.2 0.3 -0.07
C -9.436 1.651 3.218 0.2 -0.3 0.1 -0.04
H -9.465 -1.264 1.496 -0.1 0.1 -0.1 0.13
H -9.719 1.891 0.479 -0.2 0.0 -0.2 0.09
H -11.307 1.487 1.190 0.0 0.0 -0.2 0.08
H -10.414 0.269 0.248 0.1 0.0 0.1 0.08
H -8.365 1.720 3.420 -0.1 0.1 0.2 0.09
H -9.943 1.318 4.127 0.1 0.1 0.0 0.09
H -9.818 2.629 2.922 0.0 -0.2 -0.1 0.09
Cl -0.454 -4.090 3.706 -1.6 -3.1 2.9 -0.03
Cs 5.447 2.775 -7.033 6.3 15.9 -4.0 1.65
O -5.700 2.485 -1.795 0.3 0.0 0.1 -0.26
S -5.435 3.918 -2.016 0.1 0.1 -0.3 0.24
O -4.325 4.071 -2.972 -0.2 -0.2 -0.1 -0.27
O -5.075 4.551 -0.735 -0.3 -0.1 0.1 -0.24
O -6.642 4.564 -2.561 0.2 0.2 0.1 -0.27
C 8.145 -6.057 -8.372 0.3 -0.4 0.1 -2.03
Cl 9.040 -6.369 -9.874 -0.2 0.1 0.2 0.52
Cl 7.247 -7.515 -7.903 0.1 0.3 -0.1 0.52
Cl 9.286 -5.623 -7.082 -0.2 0.0 -0.2 0.52
Cl 7.003 -4.713 -8.630 0.0 0.0 0.0 0.34
```
Positions in Å, forces in eV/Å.

***

# C20H20B2F4N10PtS2

A molecular structure, C20H20B2F4N10PtS2 at a distorted geometry (ωB97M-V/def2-TZVPD, OMol25).

Computed properties:
<S²> ... 0.758
Multiplicity ... 2
Total charge ... +3
Highest occupied orbital energy (alpha / beta) ... -16.15 / -16.15 eV
Molar mass ... 757.28 g mol⁻¹
Gap between HOMO and LUMO (alpha / beta) ... 1.518 / 1.517 eV
Max |F| ... 3.73 eV/A

XYZ file:
```
59
Properties=species:S:1:pos:R:3:forces:R:3:lowdin_spin:R:1
Pt -0.349 -0.761 0.281 0.6 1.3 -3.4 0.60
C 1.194 2.754 2.444 0.0 -0.1 -0.6 0.01
C 0.474 1.560 2.414 0.3 0.4 0.4 0.02
N 0.295 1.196 1.151 -0.4 -0.8 -0.8 0.20
N 0.866 2.119 0.344 0.1 0.1 -0.1 0.01
C 1.433 3.063 1.111 -0.1 -0.2 0.9 0.00
B 0.794 2.001 -1.191 0.3 0.3 0.1 0.00
N -0.671 1.701 -1.605 0.0 0.1 0.1 0.00
C -1.466 2.396 -2.434 -0.5 -0.5 0.1 0.00
C -2.649 1.695 -2.601 0.3 -0.1 0.3 0.00
C -2.497 0.549 -1.831 -0.4 0.1 -0.2 0.00
N -1.306 0.574 -1.235 1.2 -1.0 1.6 0.03
N 1.651 0.796 -1.619 0.1 0.3 -0.2 0.00
C 2.677 0.732 -2.481 0.5 -0.7 -0.1 0.00
C 3.080 -0.590 -2.599 -0.5 0.1 0.5 0.00
C 2.234 -1.288 -1.745 0.2 -0.3 -0.3 0.00
N 1.387 -0.443 -1.159 -1.7 0.0 1.5 0.05
N 1.248 3.284 -1.866 -0.5 0.6 0.4 0.00
C 0.918 4.559 -1.576 0.0 0.5 0.2 0.00
C 1.551 5.388 -2.499 -0.1 0.1 -0.2 0.00
C 2.244 4.512 -3.365 -1.1 0.6 0.8 0.00
N 1.974 3.293 -2.997 1.2 -1.6 -1.2 0.00
H 1.492 3.321 3.304 0.0 0.0 0.1 0.00
H 0.095 0.988 3.241 0.0 -0.2 0.0 0.00
H 1.989 3.885 0.710 0.0 0.2 -0.2 0.00
H -1.183 3.331 -2.872 0.3 0.2 0.0 0.00
H -3.493 1.986 -3.191 -0.2 0.0 -0.2 0.00
H -3.176 -0.274 -1.721 0.0 -0.2 0.1 0.00
H 3.061 1.613 -2.965 -0.2 -0.1 0.1 0.00
H 3.862 -0.983 -3.216 0.1 -0.1 -0.1 0.00
H 2.209 -2.342 -1.553 -0.1 -0.2 0.1 0.00
H 0.266 4.825 -0.767 -0.1 0.0 0.2 0.00
H 1.460 6.452 -2.611 0.0 0.2 0.2 0.00
H 2.818 4.739 -4.242 0.1 -0.1 -0.1 0.00
C -4.050 -0.419 1.055 -0.1 0.3 0.0 0.00
C -3.500 -1.761 0.863 0.4 0.1 0.0 0.01
N -2.274 -2.072 0.583 0.6 0.9 -0.1 0.00
C -2.026 -3.423 0.655 2.0 0.0 0.0 0.00
C -3.180 -4.173 0.898 -1.5 -0.1 0.3 0.00
S -4.523 -3.190 1.117 0.7 -0.9 -0.1 0.00
C -0.680 -3.869 0.745 -1.6 1.6 -0.2 0.00
C -0.248 -5.134 1.165 1.3 -1.1 0.7 0.00
S 1.357 -5.112 1.635 -1.1 -0.4 -0.3 0.00
C 1.448 -3.392 1.198 -0.1 0.5 0.0 0.00
N 0.332 -2.941 0.714 0.1 1.1 0.0 0.01
C 2.662 -2.634 1.479 0.2 0.2 0.0 0.00
H -3.324 0.352 0.808 0.0 -0.1 0.0 0.00
H -4.338 -0.301 2.105 0.0 0.0 0.1 0.00
H -4.967 -0.276 0.483 -0.1 0.0 -0.1 0.00
H -3.252 -5.242 0.980 -0.1 -0.3 0.0 0.00
H -0.854 -6.016 1.262 -0.1 -0.3 0.0 0.00
H 3.550 -3.137 1.091 0.1 -0.1 -0.1 0.00
H 2.799 -2.583 2.568 -0.1 0.0 0.1 0.00
H 2.608 -1.613 1.101 -0.1 -0.1 0.0 0.00
F -0.709 -1.110 2.567 -0.3 0.1 -0.3 0.05
B -0.384 -1.990 3.800 -0.4 1.2 -0.4 0.00
F -1.260 -1.592 4.725 -0.3 0.0 0.5 0.00
F 0.920 -1.742 4.010 1.2 0.0 0.3 0.00
F -0.588 -3.262 3.335 -0.3 -1.5 -0.5 0.00
```
Positions in Å, forces in eV/Å.

***

# C34H32FeN8PSe2

A molecular structure, C34H32FeN8PSe2 (ωB97M-V/def2-TZVPD, OMol25).

Computed properties:
<S²> ... 6.011
Multiplicity ... 5
Total charge ... +1
Highest occupied orbital energy (alpha / beta) ... -9.18 / -9.23 eV
Molar mass ... 797.43 g mol⁻¹
Gap between HOMO and LUMO (alpha / beta) ... 6.119 / 6.147 eV
Max |F| ... 0.83 eV/A

XYZ file:
```
78
Properties=species:S:1:pos:R:3:forces:R:3:lowdin_spin:R:1
Fe 0.283 -0.753 0.335 0.6 -0.1 0.5 3.72
C 2.266 -4.980 0.913 0.0 0.0 0.0 0.00
C 1.971 -3.739 0.328 0.0 0.0 0.1 0.00
N 1.529 -2.701 1.007 0.0 -0.2 -0.1 0.03
C 1.390 -2.824 2.356 0.1 0.0 0.0 0.00
C 1.632 -4.040 3.029 0.0 0.0 -0.1 0.00
C 2.073 -5.133 2.257 0.0 0.0 0.0 0.00
C 1.453 -4.112 4.432 0.0 0.0 0.0 0.00
C 1.075 -2.991 5.107 0.0 0.0 0.0 0.00
C 0.881 -1.756 4.450 0.0 0.0 0.0 0.01
C 1.044 -1.631 3.084 0.0 0.0 0.2 0.01
N 0.987 -0.510 2.297 -0.7 0.2 -0.5 0.06
C 1.387 0.746 2.652 0.1 -0.1 0.1 0.01
C 1.374 1.371 3.888 0.0 0.0 0.0 0.01
C 1.923 2.660 4.070 0.0 0.0 0.0 0.00
C 2.501 3.351 3.046 0.0 0.0 0.1 0.01
C 2.521 2.770 1.756 -0.1 0.0 -0.1 0.00
C 3.123 3.392 0.642 0.0 0.0 0.0 0.00
C 3.129 2.759 -0.570 0.0 0.0 0.0 0.00
C 2.483 1.519 -0.679 0.1 -0.1 0.0 0.01
N 1.891 0.917 0.328 -0.1 0.0 -0.2 0.03
C 1.933 1.504 1.553 0.0 0.1 0.0 0.00
H 2.626 -5.792 0.296 0.0 0.0 0.0 0.00
H 2.112 -3.604 -0.736 0.0 0.0 0.0 0.00
H 2.274 -6.079 2.746 0.0 0.0 0.0 0.00
H 1.631 -5.049 4.943 0.0 0.0 0.0 0.00
H 0.929 -3.035 6.179 0.0 0.0 0.0 0.00
H 0.590 -0.910 5.048 0.0 0.0 0.0 0.00
H 0.935 0.884 4.741 0.0 0.0 0.0 0.00
H 1.889 3.098 5.059 0.0 0.0 0.0 0.00
H 2.955 4.320 3.204 0.0 0.0 0.0 0.00
H 3.587 4.363 0.767 0.0 0.0 0.0 0.00
H 3.605 3.199 -1.436 0.0 0.0 0.0 0.00
H 2.458 1.002 -1.631 0.0 0.0 -0.1 0.00
Se -1.584 -3.290 0.235 0.0 0.0 -0.1 0.02
Se -3.335 -1.935 -0.439 -0.1 0.0 0.1 0.00
C -3.136 -0.511 0.842 0.3 0.1 0.0 0.00
C -4.316 0.028 1.336 0.0 0.0 0.0 0.00
C -4.244 1.069 2.245 0.0 0.0 0.0 0.00
C -2.996 1.528 2.626 0.0 0.0 0.0 0.00
C -1.875 0.939 2.073 0.1 -0.1 -0.1 0.00
N -1.925 -0.070 1.189 -0.1 0.1 -0.2 0.02
C -0.616 -3.148 -1.429 0.0 -0.1 0.1 0.00
C -0.798 -4.083 -2.435 0.0 0.0 0.0 0.00
C -0.058 -3.942 -3.600 0.0 0.0 0.0 0.00
C 0.853 -2.902 -3.697 0.0 0.0 0.0 0.00
C 0.977 -2.028 -2.631 0.0 0.0 0.1 0.00
N 0.241 -2.136 -1.522 0.0 0.4 0.0 0.02
H -5.266 -0.373 1.011 0.0 0.0 0.1 0.00
H -5.146 1.505 2.653 0.0 0.0 0.0 0.00
H -2.882 2.329 3.344 0.0 0.0 0.0 0.00
H -0.889 1.290 2.343 0.0 0.0 0.0 0.00
H -1.499 -4.894 -2.300 0.0 0.0 0.0 0.00
H -0.185 -4.641 -4.415 0.0 0.0 0.0 0.00
H 1.465 -2.772 -4.578 0.0 0.0 0.0 0.00
H 1.702 -1.224 -2.644 0.0 0.1 0.0 0.00
C -1.991 1.883 -4.443 0.0 0.0 0.1 0.00
N -0.556 2.089 -4.257 0.0 0.0 -0.1 0.00
C -0.332 3.437 -3.734 0.0 -0.1 0.1 0.00
N -1.076 3.714 -2.508 0.0 0.1 0.0 0.00
C -2.495 3.465 -2.754 0.1 -0.1 0.0 0.00
N -2.766 2.110 -3.228 -0.1 0.1 0.0 0.00
C -2.483 1.114 -2.205 0.2 0.0 0.1 0.00
P -0.691 1.090 -1.648 -0.2 0.1 -0.2 0.02
C 0.016 1.073 -3.387 -0.1 0.1 0.2 0.00
C -0.582 2.941 -1.379 0.0 -0.2 0.1 0.00
H -2.163 0.864 -4.796 0.0 0.0 0.0 0.00
H -2.341 2.581 -5.205 0.0 0.0 0.0 0.00
H -0.647 4.153 -4.493 0.0 0.0 0.0 0.00
H 0.735 3.575 -3.546 0.0 0.0 0.0 0.00
H -2.838 4.166 -3.516 0.0 0.0 0.0 0.00
H -3.054 3.644 -1.834 0.0 0.0 0.0 0.00
H -2.751 0.122 -2.575 0.0 0.0 0.0 0.00
H -3.106 1.319 -1.329 0.0 0.0 0.0 0.00
H -0.177 0.090 -3.822 0.0 0.0 0.0 0.00
H 1.098 1.213 -3.346 0.0 0.0 0.0 0.00
H 0.449 3.219 -1.166 0.1 0.0 0.0 0.00
H -1.177 3.183 -0.494 0.0 0.0 0.0 0.00
```
Positions in Å, forces in eV/Å.

***

# H30O15

15 unconnected molecules or ions with the total composition H30O15 at a distorted geometry (ωB97M-V/def2-TZVPD, OMol25).

Computed properties:
Highest occupied orbital energy ... -10.41 eV
Molar mass ... 270.23 g mol⁻¹
Gap between HOMO and LUMO ... 9.716 eV
Max |F| ... 3.27 eV/A

XYZ file:
```
45
Properties=species:S:1:pos:R:3:forces:R:3:nbo_charge:R:1
O 2.065 3.473 1.630 2.3 0.1 0.1 -0.98
H 1.355 3.068 1.157 -1.0 -0.4 -0.3 0.48
H 1.737 4.071 2.279 -0.6 0.5 0.6 0.46
O -2.793 1.855 -0.658 0.3 0.2 -0.7 -0.98
H -2.345 1.839 0.208 -0.8 -0.4 0.1 0.52
H -3.527 1.232 -0.687 0.1 0.3 0.7 0.47
O 0.586 -3.140 -2.456 -1.9 -0.3 -1.0 -0.98
H 0.783 -2.840 -1.557 -0.1 -0.4 0.4 0.50
H -0.350 -3.494 -2.496 1.9 0.5 0.4 0.46
O 3.979 -1.101 0.287 3.2 0.4 -0.6 -0.96
H 4.717 -0.889 -0.391 -2.1 -0.5 1.7 0.46
H 3.147 -1.018 -0.162 -0.4 -0.1 -0.5 0.48
O -2.444 -1.383 0.876 -0.3 -0.5 1.1 -0.96
H -2.004 -1.017 0.108 0.4 0.1 -0.5 0.48
H -3.380 -1.318 0.696 -0.4 -0.1 0.0 0.46
O 2.019 -0.878 -1.425 -2.0 0.3 1.4 -0.96
H 2.513 -1.130 -2.163 1.4 -0.6 -2.0 0.50
H 1.990 0.072 -1.361 0.3 0.8 -0.1 0.50
O -0.083 2.451 0.568 -1.0 0.8 0.5 -0.98
H -0.133 2.618 -0.380 0.1 0.1 -0.7 0.51
H -0.595 3.171 1.003 0.4 -0.9 -0.3 0.50
O -0.405 1.988 -2.146 0.4 1.1 0.5 -1.00
H -1.261 1.713 -1.814 -0.5 -0.3 0.0 0.50
H -0.026 1.300 -2.689 0.0 -0.3 -0.5 0.49
O -1.576 -0.619 -1.390 0.2 0.7 -0.4 -0.92
H -1.361 -1.411 -1.848 0.9 -1.4 -0.6 0.48
H -2.442 -0.442 -1.736 -0.8 0.6 -0.3 0.48
O -0.626 -1.304 3.329 -0.2 -1.2 0.9 -0.95
H -0.988 -0.668 3.938 0.0 0.3 0.4 0.47
H -0.422 -0.789 2.571 0.4 0.8 -1.3 0.48
O 1.115 -3.073 0.247 -0.5 -0.4 -0.3 -0.92
H 0.313 -3.574 0.415 0.0 -0.9 0.0 0.47
H 0.847 -2.296 0.720 0.5 1.0 0.9 0.48
O 0.289 -0.266 0.677 0.0 0.2 0.1 -1.01
H 0.117 0.655 0.373 0.2 -0.7 0.4 0.51
H 0.478 -0.831 -0.078 -0.1 0.6 -0.3 0.47
O -2.466 1.098 2.078 0.4 1.5 -0.2 -1.00
H -2.175 0.290 1.647 -0.3 -0.9 0.5 0.50
H -3.136 0.929 2.736 -0.1 -0.5 0.0 0.48
O 0.671 -0.014 -3.848 -0.7 0.8 -1.5 -0.94
H 0.839 -0.339 -2.983 0.1 -1.1 1.2 0.47
H -0.223 -0.305 -4.097 0.6 0.0 0.1 0.48
O 1.399 0.868 3.145 -0.7 0.7 0.8 -0.95
H 2.147 1.394 2.907 0.6 1.2 -0.2 0.48
H 1.662 0.043 2.792 0.0 -1.7 -0.5 0.47
```
Positions in Å, forces in eV/Å.

***

# C3H3Cl2F4N

C3H3Cl2F4N in the gas phase at a distorted geometry (ωB97M-V/def2-TZVPD, OMol25).

Computed properties:
Highest occupied orbital energy ... -9.92 eV
Structure (SMILES) ... NC(C(F)(F)Cl)C(F)(F)Cl
Molar mass ... 199.96 g mol⁻¹
Gap between HOMO and LUMO ... 10.575 eV
Max |F| ... 6.00 eV/A

XYZ file:
```
13
Properties=species:S:1:pos:R:3:forces:R:3:nbo_charge:R:1
N 0.342 0.261 -0.460 1.3 -0.3 2.1 -0.82
C -0.706 0.142 0.456 -4.2 -1.5 -4.0 -0.12
C -1.607 1.389 0.369 0.3 1.2 1.1 0.65
F -2.649 1.514 1.227 0.8 -0.6 0.5 -0.32
F -0.767 2.447 0.701 -1.0 -0.7 -0.9 -0.33
Cl -2.402 1.555 -1.198 0.7 0.5 -0.4 -0.02
C -1.679 -1.277 -0.032 1.2 2.4 0.7 0.65
F -1.486 -1.322 -1.350 -0.9 -0.5 -0.3 -0.33
F -1.067 -2.381 0.456 -0.7 0.4 0.2 -0.33
Cl -3.451 -1.158 0.422 1.5 -0.8 -0.4 -0.05
H 1.040 -0.417 -0.186 0.3 0.2 -0.8 0.39
H 0.184 0.391 -1.436 -0.4 -0.2 -0.3 0.41
H -0.484 -0.180 1.400 1.1 0.0 2.6 0.23
```
Positions in Å, forces in eV/Å.